{
  "formula": "C3H4N3O3S2",
  "method": "wB97M-V/def2-TZVPD",
  "lumo_ha": 0.1199,
  "total_charge": -1,
  "gap_ha": 0.28535,
  "symbols": ["C", "C", "C", "N", "N", "N", "O", "O", "O", "S", "S", "H", "H", "H", "H"],
  "xyz": [[-1.108, -1.351, 1.101], [-0.790, -0.460, -1.011], [0.007, -0.384, 1.550], [-1.240, -1.454, -0.214], [1.973, 0.221, 0.105], [0.346, 2.243, 0.410], [-1.735, -2.114, 1.841], [0.910, 0.393, -3.067], [-1.471, 0.231, -2.020], [-0.150, -0.495, -2.715], [0.495, 0.740, 0.197], [-0.135, -0.004, 2.566], [0.865, -1.035, 1.520], [2.558, 0.686, -0.487], [-0.526, 2.784, 0.225]],
  "forces_ev_per_a": [[-0.4, -0.6, 0.2], [1.9, 0.4, 1.2], [-0.8, -0.8, 0.2], [-0.4, 1.5, -2.4], [-2.6, -1.3, 2.0], [-0.8, 1.3, -0.2], [0.7, 0.8, 0.7], [1.6, 1.7, -0.3], [-1.1, 0.4, 0.6], [-1.1, -2.4, 0.4], [0.4, -1.9, 0.1], [0.0, 0.5, -0.5], [0.4, -0.2, 0.4], [1.5, 1.9, -2.3], [0.8, -1.3, 0.0]]
}



{
  "formula": "C5H10O2",
  "method": "wB97M-V/def2-TZVPD",
  "lumo_ha": 0.2670,
  "smiles": "[O-]CCCCC[O-]",
  "total_charge": -2,
  "gap_ha": 0.24513,
  "symbols": ["C", "O", "C", "C", "C", "C", "O", "H", "H", "H", "H", "H", "H", "H", "H", "H", "H"],
  "xyz": [[2.052, 0.832, 0.831], [2.716, 1.857, 1.521], [0.885, 1.241, -0.127], [-0.038, 0.129, -0.540], [-1.072, -0.586, 0.414], [-2.023, -1.533, -0.455], [-3.008, -0.837, -1.114], [1.903, -0.094, 1.523], [2.710, 0.307, 0.009], [1.379, 1.841, -0.997], [0.306, 2.107, 0.249], [-0.601, 0.552, -1.382], [0.519, -0.626, -0.979], [-0.447, -1.151, 1.177], [-1.604, 0.133, 0.943], [-1.126, -1.874, -1.137], [-2.552, -2.297, 0.064]],
  "forces_ev_per_a": [[2.1, 0.1, 0.1], [-1.0, -1.2, -1.1], [0.6, 1.9, 0.9], [-2.0, 1.1, -0.3], [2.1, -1.3, -0.4], [1.3, 3.0, -1.7], [0.5, -0.1, -0.1], [-0.8, 1.1, -0.8], [-0.1, 0.4, 0.8], [-0.6, -1.6, 0.8], [-0.1, -0.5, 0.7], [-0.4, -0.3, 0.1], [1.4, -1.8, -0.9], [-0.7, 0.2, -0.7], [-1.3, 1.4, 1.0], [-1.5, -0.9, 0.3], [0.4, -1.5, 1.2]]
}



{
  "formula": "C5H8N2",
  "method": "wB97M-V/def2-TZVPD",
  "lumo_ha": 0.0336,
  "smiles": "C[C@H]1[C@@H](C#N)N1C",
  "gap_ha": 0.38139,
  "symbols": ["C", "C", "C", "C", "N", "N", "C", "H", "H", "H", "H", "H", "H", "H", "H"],
  "xyz": [[1.224, -0.595, -1.388], [-0.214, -0.649, -0.935], [-0.655, -0.912, 0.456], [0.303, -0.741, 1.530], [0.979, -0.358, 2.388], [-1.006, 0.375, -0.176], [-0.618, 1.587, 0.740], [1.868, -0.118, -0.649], [1.614, -1.607, -1.579], [1.286, -0.050, -2.335], [-0.823, -1.219, -1.654], [-1.436, -1.650, 0.658], [-1.018, 1.208, 1.670], [-1.142, 2.557, 0.619], [0.445, 1.837, 0.908]],
  "forces_ev_per_a": [[0.0, 0.2, 0.1], [0.1, 0.3, 0.0], [0.0, 0.0, 0.2], [0.7, 0.2, 0.8], [-0.4, -0.8, -0.7], [0.1, 0.5, 0.5], [-0.1, -0.6, -0.4], [0.0, 0.0, 0.0], [-0.3, 0.2, 0.2], [0.0, 0.0, 0.2], [-0.1, 0.8, 0.2], [0.1, 0.3, 0.0], [0.2, 0.3, 0.4], [0.0, -0.9, -1.1], [-0.3, -0.6, -0.4]]
}



{
  "formula": "BrH3NP",
  "method": "wB97M-V/def2-TZVPD",
  "lumo_ha": 0.0234,
  "smiles": "NPBr",
  "gap_ha": 0.37516,
  "symbols": ["N", "P", "Br", "H", "H", "H"],
  "xyz": [[-0.027, -0.336, -0.696], [-1.349, 0.972, -0.017], [-3.138, -0.272, -0.145], [0.176, -0.471, -1.668], [-0.461, -1.258, -0.304], [-1.013, 0.434, 1.106]],
  "forces_ev_per_a": [[-2.8, -0.2, 3.0], [2.3, -1.1, -4.4], [-1.0, -0.3, -0.1], [-0.5, 0.4, -0.6], [1.3, 2.1, -1.2], [0.7, -0.9, 3.3]]
}



{
  "formula": "C35H45AsBGaN6O2S2",
  "method": "wB97M-V/def2-TZVPD",
  "lumo_ha": 0.0190,
  "gap_ha": 0.28454,
  "symbols": ["Ga", "N", "C", "C", "C", "O", "O", "H", "H", "H", "H", "H", "H", "C", "N", "C", "C", "N", "B", "N", "C", "C", "N", "C", "C", "S", "C", "S", "H", "H", "H", "H", "H", "H", "H", "H", "H", "H", "H", "H", "C", "C", "C", "C", "C", "C", "As", "N", "C", "C", "C", "C", "C", "C", "C", "C", "C", "C", "C", "C", "C", "C", "C", "C", "C", "C", "H", "H", "H", "H", "H", "H", "H", "H", "H", "H", "H", "H", "H", "H", "H", "H", "H", "H", "H", "H", "H", "H", "H", "H", "H", "H", "H"],
  "xyz": [[0.196, -1.846, -0.197], [0.716, -3.622, 3.917], [-0.145, -4.786, 3.697], [-1.185, -4.465, 2.634], [-0.506, -4.223, 1.299], [0.247, -5.048, 0.813], [-0.815, -3.088, 0.731], [1.547, -3.882, 4.431], [0.227, -2.921, 4.461], [-0.651, -5.128, 4.609], [0.478, -5.603, 3.334], [-1.773, -3.588, 2.908], [-1.863, -5.314, 2.521], [4.193, -0.848, 2.253], [4.264, -0.724, 0.809], [5.149, 0.059, 0.109], [4.856, -0.109, -1.200], [3.805, -0.991, -1.305], [3.178, -1.309, -2.729], [2.658, -2.774, -2.736], [3.462, -3.888, -2.771], [2.673, -4.981, -2.665], [1.378, -4.528, -2.573], [0.210, -5.377, -2.391], [1.392, -3.185, -2.604], [-0.012, -2.170, -2.466], [3.450, -1.354, -0.069], [2.311, -2.544, 0.485], [4.838, -0.090, 2.691], [4.518, -1.838, 2.570], [3.169, -0.693, 2.586], [5.894, 0.657, 0.600], [5.302, 0.322, -2.076], [4.087, -1.218, -3.516], [2.280, -0.547, -2.937], [4.528, -3.803, -2.875], [2.906, -6.030, -2.654], [0.334, -6.271, -2.998], [-0.671, -4.831, -2.719], [0.107, -5.629, -1.337], [1.058, 6.122, 2.602], [0.650, 4.946, 1.759], [-0.601, 4.866, 1.183], [-1.010, 3.780, 0.404], [-2.449, 3.851, -0.049], [-0.107, 2.735, 0.162], [-0.273, 1.162, -1.035], [-0.491, -0.161, 0.253], [-0.970, 0.088, 1.546], [-0.376, -0.528, 2.653], [-0.836, -0.279, 3.937], [-1.892, 0.592, 4.159], [-2.490, 1.207, 3.068], [-2.040, 0.956, 1.784], [-1.988, 1.396, -1.990], [-1.984, 2.452, -2.910], [-0.802, 3.370, -3.125], [-3.123, 2.727, -3.663], [-4.271, 1.968, -3.546], [-5.508, 2.279, -4.342], [-4.241, 0.884, -2.677], [-3.126, 0.566, -1.910], [-3.228, -0.673, -1.056], [1.167, 2.794, 0.773], [2.170, 1.675, 0.655], [1.519, 3.882, 1.554], [0.273, 6.876, 2.634], [1.962, 6.591, 2.207], [1.271, 5.812, 3.626], [-1.312, 5.668, 1.355], [-2.590, 4.650, -0.782], [-3.075, 4.091, 0.813], [-2.821, 2.938, -0.493], [0.451, -1.216, 2.504], [-0.351, -0.758, 4.780], [-2.241, 0.791, 5.164], [-3.319, 1.888, 3.217], [-2.520, 1.438, 0.944], [0.101, 3.062, -2.603], [-1.039, 4.383, -2.792], [-0.562, 3.419, -4.188], [-3.101, 3.562, -4.357], [-5.335, 3.105, -5.032], [-6.335, 2.555, -3.686], [-5.828, 1.413, -4.923], [-5.116, 0.247, -2.601], [-4.136, -1.218, -1.316], [-3.262, -0.454, 0.010], [-2.390, -1.350, -1.216], [1.811, 0.788, 1.183], [3.120, 1.980, 1.093], [2.351, 1.387, -0.385], [2.501, 3.901, 2.014]],
  "forces_ev_per_a": [[0.2, -0.1, -0.1], [0.0, 0.0, 0.0], [0.0, 0.0, 0.0], [0.0, -0.1, 0.0], [0.1, 0.0, -0.1], [0.1, 0.0, 0.0], [-0.3, 0.2, 0.2], [0.0, 0.0, 0.0], [0.0, 0.0, 0.0], [0.0, 0.0, 0.0], [0.0, 0.0, 0.0], [0.0, 0.0, 0.0], [0.0, 0.0, 0.0], [0.0, 0.0, 0.0], [0.0, 0.0, 0.0], [0.0, 0.0, 0.0], [0.0, 0.0, 0.0], [0.0, 0.0, 0.0], [0.0, 0.0, 0.0], [0.0, 0.0, 0.0], [0.0, 0.0, 0.0], [0.0, 0.0, 0.0], [0.0, 0.0, 0.0], [-0.1, 0.0, 0.0], [0.0, 0.1, 0.0], [0.0, 0.0, 0.0], [-0.1, 0.0, 0.1], [0.0, 0.0, -0.1], [0.0, 0.0, 0.0], [0.0, 0.0, 0.0], [0.0, 0.0, 0.0], [0.0, 0.0, 0.0], [0.0, 0.0, 0.0], [0.0, 0.0, 0.0], [0.0, 0.0, 0.0], [0.0, 0.0, 0.0], [0.0, 0.0, 0.0], [0.0, 0.0, 0.0], [0.0, 0.0, 0.0], [0.0, 0.0, 0.0], [0.0, 0.0, 0.0], [0.0, 0.0, 0.0], [0.0, 0.0, 0.0], [0.0, 0.0, 0.0], [0.0, 0.0, 0.0], [0.0, 0.0, 0.0], [0.0, 0.0, 0.0], [0.0, 0.0, -0.1], [0.0, 0.0, 0.0], [0.0, 0.0, 0.0], [0.0, 0.0, 0.0], [0.0, 0.0, 0.0], [0.0, 0.0, 0.0], [0.0, 0.0, 0.0], [0.0, 0.0, 0.0], [0.0, 0.0, 0.0], [0.0, 0.0, 0.0], [0.0, 0.0, 0.0], [0.0, 0.0, 0.0], [0.0, 0.0, 0.0], [0.0, 0.0, 0.0], [0.0, 0.0, 0.0], [0.0, 0.0, 0.0], [0.0, 0.0, 0.0], [0.0, 0.0, 0.0], [0.0, 0.0, 0.0], [0.0, 0.0, 0.0], [0.0, 0.0, 0.0], [0.0, 0.0, 0.0], [0.0, 0.0, 0.0], [0.0, 0.0, 0.0], [0.0, 0.0, 0.0], [0.0, 0.0, 0.0], [0.0, 0.0, 0.0], [0.0, 0.0, 0.0], [0.0, 0.0, 0.0], [0.0, 0.0, 0.0], [0.0, 0.0, 0.0], [0.0, 0.0, 0.0], [0.0, 0.0, 0.0], [0.0, 0.0, 0.0], [0.0, 0.0, 0.0], [0.0, 0.0, 0.0], [0.0, 0.0, 0.0], [0.0, 0.0, 0.0], [0.0, 0.0, 0.0], [0.0, 0.0, 0.0], [0.0, 0.0, 0.0], [0.0, 0.0, 0.0], [0.0, 0.0, 0.0], [0.0, 0.0, 0.0], [0.0, 0.0, 0.0], [0.0, 0.0, 0.0]]
}



Listing HOMO level for the structures above in their given order: -0.1655, 0.0218, -0.3478, -0.3518, -0.2656 hartree.
Listing ΔE to the lowest compared entry with this formula, charge and spin for the structures above in their given order: 68.0, 31.4, 61.4, 22.3, 0.0 kcal per mole.